Entry 1:
The following is a DFT calculation (wB97M-V/def2-TZVPD) of C31H57BeN2O2P2S as an isolated structure in a non-equilibrium geometry.

Last column: Löwdin charge in e.
Element x y z (Å)
C1 2.35264 -1.24498 -0.96648  -0.267
C2 1.29838 0.58639 -1.94136  -0.273
C3 3.19682 -1.37158 -2.05798  -0.003
C4 2.08358 0.48454 -3.08347  -0.001
C5 3.06395 -0.50133 -3.13315  -0.012
H1 3.92551 -2.18124 -2.06240  0.130
H2 1.93098 1.18001 -3.91947  0.130
H3 3.71008 -0.59448 -3.99679  0.121
N1 1.45520 -0.23462 -0.86940  0.092
P1 0.70569 -2.51667 0.92146  1.201
P2 -0.00049 2.27288 -0.11125  1.212
C6 2.37220 -2.26585 0.13206  -0.224
H4 2.82005 -3.22921 -0.13175  0.098
H5 3.05318 -1.88029 0.90350  0.117
C7 0.12597 1.51708 -1.84818  -0.258
H6 0.12315 2.28524 -2.63689  0.094
C8 -1.64666 3.26522 -0.02994  -0.605
C9 1.49014 3.41021 0.08335  -0.620
C10 -0.31311 -3.58129 -0.26517  -0.636
C11 0.88632 -3.27416 2.65412  -0.602
C12 -2.73628 2.43192 0.68857  -0.093
H7 -2.64285 2.52351 1.77550  0.057
H8 -3.72218 2.84486 0.42279  0.103
H9 -2.71000 1.36818 0.42842  0.061
C13 -1.46194 4.55086 0.78754  -0.083
H10 -1.19113 4.33936 1.82734  0.080
H11 -0.72606 5.23399 0.35277  0.072
H12 -2.42633 5.07812 0.81018  0.102
C14 -2.12664 3.61137 -1.44798  -0.071
H13 -2.77246 4.50210 -1.40118  0.102
H14 -1.30956 3.84855 -2.13932  0.061
H15 -2.72757 2.80186 -1.88309  0.063
C15 1.48736 4.02559 1.51199  -0.077
H16 0.89379 3.43788 2.22327  0.057
H17 2.51939 4.03523 1.88765  0.090
H18 1.13664 5.06385 1.52317  0.075
C16 2.78216 2.58716 -0.06218  -0.079
H19 2.69836 1.61045 0.43126  0.055
H20 3.05868 2.44636 -1.10843  0.079
H21 3.59007 3.13704 0.43627  0.099
C17 1.47412 4.52021 -0.98844  -0.066
H22 0.69541 4.39336 -1.74932  0.059
H23 1.33966 5.50139 -0.51417  0.081
H24 2.44101 4.55186 -1.50470  0.088
C18 -0.47043 -3.45289 3.29240  -0.085
H25 -0.32172 -3.94947 4.24797  0.110
H26 -0.93122 -2.49377 3.52436  0.002
H27 -1.17776 -4.00424 2.68414  0.082
C19 1.75853 -2.34722 3.54710  -0.098
H28 2.70939 -2.07049 3.15030  0.090
H29 1.21341 -1.48558 3.93912  0.031
H30 2.06592 -2.93124 4.47975  0.123
C20 1.64078 -4.58343 2.48773  -0.083
H31 2.37365 -4.55930 1.66747  0.080
H32 2.20595 -4.76391 3.40583  0.092
H33 0.97892 -5.43018 2.34499  0.072
C21 0.10188 -3.19084 -1.68098  -0.092
H34 1.12120 -3.51496 -1.91444  0.090
H35 -0.58291 -3.68580 -2.37465  0.103
H36 0.00862 -2.11211 -1.82071  0.049
C22 -1.81258 -3.28446 -0.05458  -0.078
H37 -2.19598 -2.73362 -0.91825  0.060
H38 -2.35591 -4.23658 0.02534  0.091
H39 -2.02795 -2.68431 0.83643  0.060
C23 -0.00918 -5.06813 -0.04931  -0.085
H40 1.06826 -5.28487 -0.06999  0.083
H41 -0.44589 -5.47710 0.87046  0.077
H42 -0.46175 -5.61357 -0.88572  0.100
Be1 0.08590 0.12004 0.26930  0.050
C24 1.53279 0.28843 2.06655  -0.593
O1 2.22910 0.89035 2.87340  0.069
N2 -1.30765 -0.16147 -0.79992  0.085
C25 -1.15998 0.50762 -1.87258  -0.314
C26 -1.99061 0.39732 -3.23052  -0.522
C27 -1.59929 1.42166 -4.29098  -0.055
C28 -1.74266 -1.00105 -3.77927  -0.055
C29 -3.47481 0.54618 -2.85784  -0.039
H43 -1.74148 2.45323 -3.95835  0.071
H44 -0.56380 1.29801 -4.61954  0.078
H45 -2.24065 1.28022 -5.16658  0.097
H46 -2.09022 -1.75687 -3.06687  0.068
H47 -2.29260 -1.13792 -4.71460  0.097
H48 -0.68001 -1.18300 -3.97829  0.085
H49 -3.97821 1.23028 -3.54629  0.088
H50 -3.96205 -0.43005 -2.91619  0.085
H51 -3.61940 0.91396 -1.83473  0.064
C30 -0.89605 -0.51322 4.49812  -0.182
S1 -0.48958 -0.40941 2.63671  0.944
C31 -0.80745 1.30582 2.84005  -0.411
O2 1.86451 -0.97266 1.78196  -0.449
H52 -0.87665 0.49797 4.91672  0.063
H53 -0.27095 -1.19906 5.05149  0.056
H54 -1.89399 -0.84219 4.23214  0.048
H55 -0.14438 1.62982 3.65203  0.064
H56 -0.67139 2.02698 2.02449  -0.028
H57 -1.86887 1.18612 3.10615  0.055

Output
Maximum force (eV Å⁻¹): 4.86
ΔE to the lowest compared entry with this formula, charge and spin (kcal per mole): 128.7
HOMO energy (alpha / beta) (Eh): -0.38946 / -0.36006
HOMO-LUMO gap (alpha / beta) (eV): 7.0 / 5.4
Total charge: +1

=====

Entry 2:
The following is a DFT calculation (wB97M-V/def2-TZVPD) of F10KN5NaO20S10 as an isolated structure in a non-equilibrium geometry.

Last column: Löwdin spin population.
Element x y z (Å)
Na1 1.24949 3.04179 -1.41810  0.000
K1 0.01618 0.61629 -0.47890  0.000
N1 1.37825 -4.16237 1.16009  0.000
S1 1.64020 -3.34793 2.55841  0.000
O1 0.67432 -3.34427 3.61306  0.000
O2 2.54313 -2.19547 2.43878  0.000
F1 2.63067 -4.46725 3.15924  0.000
S2 0.28599 -3.29541 0.77134  0.000
O3 0.63424 -1.93946 0.25541  0.000
O4 -1.03185 -3.51964 1.30927  0.000
F2 0.03561 -3.96275 -0.64104  0.000
N2 2.30994 0.93402 -2.02404  0.000
S3 4.00316 1.37716 -1.92262  0.000
O5 4.43571 2.25775 -3.00054  0.000
O6 4.91900 0.43273 -1.29198  0.000
F3 3.90846 2.55896 -0.83010  0.000
S4 2.63585 -0.25144 -2.86826  0.000
O7 3.00177 -1.44689 -2.09051  0.000
O8 3.17391 0.03954 -4.19903  0.000
F4 1.04756 -0.54414 -3.15284  0.000
N3 -4.18116 -2.21877 -2.89435  0.602
S5 -2.43702 -1.90297 -3.04488  -0.007
O9 -1.77553 -1.15915 -1.96830  0.024
O10 -1.97555 -1.90961 -4.39142  0.049
F5 -2.17698 -3.42307 -2.62371  -0.001
S6 -4.62984 -0.75508 -2.82787  -0.006
O11 -4.11135 0.23953 -3.77313  0.088
O12 -5.05239 -0.37459 -1.50177  0.235
F6 -6.00660 -1.06987 -3.60387  0.014
N4 1.30248 2.66062 1.13744  0.000
S7 1.92261 4.15153 1.64764  0.000
O13 3.33866 4.39025 1.73701  0.000
O14 0.99015 4.85466 2.51578  0.000
F7 1.62661 4.89153 0.22916  0.000
S8 2.02807 1.85976 2.12408  0.000
O15 2.35408 2.27635 3.48521  0.000
O16 2.86545 0.86440 1.50835  0.000
F8 0.80644 0.92484 2.44798  0.000
N5 -2.04256 1.35535 1.51954  0.000
S9 -3.27696 0.61256 1.02610  0.000
O17 -4.51814 1.34548 1.30748  0.001
O18 -3.19371 -0.84886 0.95769  0.001
F9 -3.03583 0.84369 -0.60526  0.000
S10 -2.20475 0.79842 3.17008  0.000
O19 -1.28387 -0.32356 3.49889  0.000
O20 -3.48792 1.00590 3.90913  0.000
F10 -1.33599 2.12947 3.66534  0.000

Output
Maximum force (eV Å⁻¹): 13.11
ΔE to the lowest compared entry with this formula, charge and spin (kcal per mole): 26.9
HOMO energy (alpha / beta) (Eh): -0.18068 / -0.18068
HOMO-LUMO gap (alpha / beta) (eV): 7.3 / 3.1
Expectation value of S²: 0.76
Total charge: -2
Multiplicity: 2

=====

Entry 3:
The following is a DFT calculation (wB97M-V/def2-TZVPD) of a 2-piece molecular cluster, CH3FIN overall in a non-equilibrium geometry.

Last column: Löwdin charge in e.
Element x y z (Å)
H1 0.48564 2.68690 -0.94288  0.040
N1 -0.12610 2.11574 -0.41119  0.033
C1 0.08994 0.98764 0.06667  -0.576
I1 2.13542 -0.01225 -0.08134  0.495
H2 -0.64263 0.36706 0.48299  0.011
F1 -1.06597 -2.61963 0.34298  -0.107
H3 -0.87630 -3.52545 0.54277  0.105

Output
Maximum force (eV Å⁻¹): 3.64
ΔE to the lowest compared entry with this formula, charge and spin (kcal per mole): 10.6
HOMO energy (Eh): -0.34889
HOMO-LUMO gap (eV): 9.8

=====

Entry 4:
The following is a DFT calculation (wB97M-V/def2-TZVPD) of H9LiO5 as an isolated structure in a non-equilibrium geometry.

Last column: Löwdin charge in e.
Element x y z (Å)
Li1 17.06000 1.44900 32.02400  0.633
O1 17.59600 2.38100 30.30100  -0.500
H1 18.00200 1.74800 29.64100  -0.043
O2 16.73400 0.03900 31.58900  -0.075
H2 16.32800 -0.68400 32.11100  0.110
H3 16.26400 -0.22000 30.86000  0.028
O3 17.74200 4.70200 31.52000  -0.190
H4 17.77000 3.73100 30.99400  0.008
H5 17.39000 4.48900 32.37600  -0.066
O4 17.91200 2.79800 33.52700  -0.133
H6 18.12000 3.71300 33.83700  0.072
H7 18.81000 2.34600 33.36400  0.107
O5 15.03000 1.80300 32.77600  -0.124
H8 14.87800 2.66300 33.26600  0.087
H9 14.68400 2.03800 31.86700  0.085

Output
Maximum force (eV Å⁻¹): 5.81
ΔE to the lowest compared entry with this formula, charge and spin (kcal per mole): 28.1
HOMO energy (Eh): -0.30304
HOMO-LUMO gap (eV): 7.9